(1)
Density functional theory data (wB97M-V/def2-TZVPD) for C4H7NO as an isolated structure at a distorted geometry.

```
13
Properties=species:S:1:pos:R:3:forces:R:3:lowdin_charge:R:1
O -2.945855 -0.065432 1.065977 0.0 -0.1 0.0 0.057
C -1.869988 -0.429155 0.684020 0.9 0.2 -0.2 -0.230
C -0.712484 0.601104 0.549620 0.1 0.3 0.1 -0.089
N 0.482066 0.290537 -0.219629 0.0 -0.6 0.5 -0.272
C 0.648104 -0.402218 -1.351537 -0.3 0.1 -0.1 -0.019
C 1.801117 0.150542 0.109739 -0.2 1.1 0.4 -0.040
H -1.673329 -1.491432 0.427566 0.0 0.1 0.1 0.123
H -0.319598 0.823872 1.556337 -0.6 0.1 -0.2 0.139
H -1.203208 1.483967 0.116976 0.1 0.0 0.3 0.128
H 1.155699 -0.085599 -2.223132 0.4 0.9 -0.4 0.054
H -0.027401 -1.195182 -1.491656 -0.6 -1.6 -0.4 0.053
H 2.382601 -0.714621 0.302326 -0.5 -1.3 0.1 0.043
H 2.282276 1.033614 0.473392 0.6 0.8 -0.2 0.053
```
Positions in Å, forces in eV/Å.

As for the HOMO energy: -8.3529 eV. As for the total charge: 0. The frontier orbital gap is 0.3322 Eh. The relative energy (zero: lowest compared OMol25 entry of this formula, charge and spin) is 117.3 kcal/mol.



(2)
Density functional theory data (wB97M-V/def2-TZVPD) for one molecule with the formula C4H7NO.

```
13
Properties=species:S:1:pos:R:3:forces:R:3:lowdin_charge:R:1
C 2.034348 -0.140349 0.377370 0.2 0.1 0.1 -0.058
C 0.608461 0.277321 0.396912 0.2 0.4 0.3 -0.288
N 0.043827 1.048058 -0.439919 0.2 -0.4 0.1 0.025
C -1.380874 0.784395 -0.407318 -0.1 -0.1 -0.1 -0.199
C -1.540594 -0.742404 -0.422667 0.0 -0.3 -0.5 -0.233
O -0.606241 -1.479712 -0.631979 -0.9 -0.2 0.1 0.039
H 2.107286 -1.141742 0.810951 0.0 0.2 0.0 0.079
H 2.623165 0.543326 0.985470 0.2 0.0 0.1 0.075
H 2.436492 -0.175494 -0.636607 -0.1 0.2 0.1 0.084
H -1.936812 1.273683 0.407429 0.1 -0.3 0.0 0.120
H -1.850326 1.117458 -1.342933 0.0 0.1 0.1 0.116
H -2.540941 -1.177557 -0.295151 -0.3 0.2 -0.1 0.120
H 0.002208 -0.186989 1.198448 0.4 0.1 -0.1 0.120
```
Positions in Å, forces in eV/Å.

Its SMILES is C/C=N/CC=O. As for the HOMO energy: -9.2605 eV. As for the total charge: 0. The frontier orbital gap is 0.3748 Eh. The relative energy (zero: lowest compared OMol25 entry of this formula, charge and spin) is 52.5 kcal/mol.



(3)
Density functional theory data (wB97M-V/def2-TZVPD) for one molecule with the formula C4H7NO at a distorted geometry.

```
13
Properties=species:S:1:pos:R:3:forces:R:3:lowdin_charge:R:1
C -1.757642 -0.149827 -0.131742 0.2 -0.2 0.0 -0.036
C -0.343953 -0.114626 0.464176 -0.1 -0.3 0.2 -0.289
N 0.781902 -1.023035 0.071624 -0.1 -0.3 -0.3 -0.035
C 1.712595 0.098708 -0.122399 0.3 0.1 -0.3 -0.119
C 0.578099 1.079901 0.170554 0.0 0.2 0.0 -0.337
O 0.458991 2.273150 0.104856 -0.1 -0.8 0.1 0.111
H -2.360640 -0.924102 0.350147 0.1 0.0 -0.1 0.070
H -1.759778 -0.339303 -1.212883 0.2 0.0 0.2 0.079
H -2.285214 0.804863 0.014520 0.4 -0.2 0.1 0.083
H -0.292836 -0.378360 1.515782 -1.0 1.0 0.6 0.138
H 0.628873 -1.656383 -0.697605 0.0 0.3 -0.3 0.097
H 2.105602 0.185854 -1.135381 0.2 0.2 0.0 0.118
H 2.534001 0.143163 0.608351 -0.2 -0.1 -0.2 0.118
```
Positions in Å, forces in eV/Å.

Its SMILES is C[C@H]1NCC1=O. As for the HOMO energy: -9.2164 eV. As for the total charge: 0. The frontier orbital gap is 0.3735 Eh. The relative energy (zero: lowest compared OMol25 entry of this formula, charge and spin) is 47.2 kcal/mol.



What is the HOMO energy in the second record?
-9.2605 eV



Repeat the second record exactly.
Density functional theory data (wB97M-V/def2-TZVPD) for one molecule with the formula C4H7NO.

```
13
Properties=species:S:1:pos:R:3:forces:R:3:lowdin_charge:R:1
C 2.034348 -0.140349 0.377370 0.2 0.1 0.1 -0.058
C 0.608461 0.277321 0.396912 0.2 0.4 0.3 -0.288
N 0.043827 1.048058 -0.439919 0.2 -0.4 0.1 0.025
C -1.380874 0.784395 -0.407318 -0.1 -0.1 -0.1 -0.199
C -1.540594 -0.742404 -0.422667 0.0 -0.3 -0.5 -0.233
O -0.606241 -1.479712 -0.631979 -0.9 -0.2 0.1 0.039
H 2.107286 -1.141742 0.810951 0.0 0.2 0.0 0.079
H 2.623165 0.543326 0.985470 0.2 0.0 0.1 0.075
H 2.436492 -0.175494 -0.636607 -0.1 0.2 0.1 0.084
H -1.936812 1.273683 0.407429 0.1 -0.3 0.0 0.120
H -1.850326 1.117458 -1.342933 0.0 0.1 0.1 0.116
H -2.540941 -1.177557 -0.295151 -0.3 0.2 -0.1 0.120
H 0.002208 -0.186989 1.198448 0.4 0.1 -0.1 0.120
```
Positions in Å, forces in eV/Å.

Its SMILES is C/C=N/CC=O. As for the HOMO energy: -9.2605 eV. As for the total charge: 0. The frontier orbital gap is 0.3748 Eh. The relative energy (zero: lowest compared OMol25 entry of this formula, charge and spin) is 52.5 kcal/mol.



Repeat the third record exactly.
Density functional theory data (wB97M-V/def2-TZVPD) for one molecule with the formula C4H7NO at a distorted geometry.

```
13
Properties=species:S:1:pos:R:3:forces:R:3:lowdin_charge:R:1
C -1.757642 -0.149827 -0.131742 0.2 -0.2 0.0 -0.036
C -0.343953 -0.114626 0.464176 -0.1 -0.3 0.2 -0.289
N 0.781902 -1.023035 0.071624 -0.1 -0.3 -0.3 -0.035
C 1.712595 0.098708 -0.122399 0.3 0.1 -0.3 -0.119
C 0.578099 1.079901 0.170554 0.0 0.2 0.0 -0.337
O 0.458991 2.273150 0.104856 -0.1 -0.8 0.1 0.111
H -2.360640 -0.924102 0.350147 0.1 0.0 -0.1 0.070
H -1.759778 -0.339303 -1.212883 0.2 0.0 0.2 0.079
H -2.285214 0.804863 0.014520 0.4 -0.2 0.1 0.083
H -0.292836 -0.378360 1.515782 -1.0 1.0 0.6 0.138
H 0.628873 -1.656383 -0.697605 0.0 0.3 -0.3 0.097
H 2.105602 0.185854 -1.135381 0.2 0.2 0.0 0.118
H 2.534001 0.143163 0.608351 -0.2 -0.1 -0.2 0.118
```
Positions in Å, forces in eV/Å.

Its SMILES is C[C@H]1NCC1=O. As for the HOMO energy: -9.2164 eV. As for the total charge: 0. The frontier orbital gap is 0.3735 Eh. The relative energy (zero: lowest compared OMol25 entry of this formula, charge and spin) is 47.2 kcal/mol.



What is the frontier orbital gap in the first record?
0.3322 Eh